1.
Formula: C45H26Cl5N4Zn
Source: the Open Molecules 2025 dataset
Level of theory: ωB97M-V with the def2-TZVPD basis set

XYZ file:
```
81
Properties=species:S:1:pos:R:3:forces:R:3
Zn 0.226584 -0.433035 -0.509913 0.18 -0.21 -0.22
Cl 8.231646 -2.575475 3.510595 -0.01 0.00 -0.01
C 6.667653 -2.042070 2.946636 -0.05 0.00 0.00
C 5.981870 -2.801415 2.014678 -0.03 -0.02 -0.01
C 4.743115 -2.364878 1.564805 0.03 0.00 -0.04
C 4.184858 -1.179029 2.038492 0.07 0.09 -0.07
C 4.889756 -0.445319 2.990541 -0.03 -0.04 0.03
C 6.130667 -0.867655 3.445552 0.00 0.03 0.02
C 2.872861 -0.723556 1.497691 -0.16 -0.20 0.11
C 2.841335 0.466745 0.711933 -0.12 0.23 -0.07
C 3.867891 1.478573 0.655580 0.01 -0.10 0.07
C 3.327738 2.546732 0.007505 0.00 -0.01 0.00
C 2.003790 2.154124 -0.401369 -0.07 0.19 -0.05
C 1.077434 2.930798 -1.122457 0.02 -0.22 0.12
C 1.316694 4.399879 -1.210435 0.04 -0.01 0.03
C 0.427338 5.257303 -0.559546 0.09 0.01 -0.01
C 0.640010 6.627131 -0.533637 -0.01 -0.02 -0.02
C 1.751818 7.149178 -1.174238 -0.08 -0.01 0.01
Cl 2.031112 8.871060 -1.138003 0.01 -0.02 -0.01
C 2.634989 6.327257 -1.849043 0.02 -0.01 -0.04
C 2.410467 4.957439 -1.863589 0.03 -0.03 -0.12
C -0.108293 2.445366 -1.694211 0.03 0.15 -0.18
N -0.585903 1.175662 -1.576882 -0.17 0.07 0.03
C -1.641855 1.051528 -2.398380 0.16 0.05 0.05
C -2.453750 -0.134146 -2.428486 0.03 -0.21 0.20
C -3.181390 -0.505080 -3.671883 -0.02 0.04 -0.10
C -4.055316 0.339433 -4.356788 -0.08 -0.01 0.11
C -4.641976 -0.041167 -5.553956 -0.05 0.04 -0.01
C -4.365531 -1.289185 -6.080893 0.05 -0.02 0.05
Cl -5.086507 -1.764993 -7.595002 -0.02 -0.01 0.00
C -3.520012 -2.162763 -5.419497 -0.03 -0.03 0.01
C -2.935821 -1.766502 -4.227042 0.08 0.12 -0.01
C -2.549981 -1.002541 -1.346553 -0.10 0.26 -0.25
C -3.578840 -2.016456 -1.180246 0.01 -0.06 0.07
C -3.473954 -2.467850 0.087393 -0.02 -0.02 -0.10
C -2.342852 -1.771542 0.701903 0.15 0.17 0.05
N -1.815966 -0.921046 -0.194833 -0.16 -0.15 0.21
C -1.782050 -2.013076 1.992190 0.03 -0.13 0.01
C -0.366935 -1.931630 2.168656 -0.05 0.05 -0.17
C 0.411686 -2.767153 3.085904 0.09 -0.05 0.00
C 1.714201 -2.488973 2.870185 -0.09 -0.03 0.04
C 1.751531 -1.452250 1.854754 0.23 0.23 -0.04
N 0.472810 -1.189116 1.434200 -0.20 -0.08 0.23
C -2.636314 -2.296220 3.173580 -0.01 0.00 -0.02
C -4.024125 -2.521523 3.106147 0.07 -0.03 0.01
C -4.810771 -2.690334 4.233504 -0.01 -0.04 -0.05
C -4.241436 -2.610488 5.490126 -0.01 0.03 -0.03
Cl -5.234571 -2.781825 6.913934 0.00 -0.04 0.00
C -2.894057 -2.334362 5.613364 0.05 -0.04 0.04
C -2.118756 -2.168951 4.478108 -0.03 0.03 -0.09
C -1.842013 2.287103 -3.115116 -0.05 -0.08 -0.03
C -0.914730 3.166479 -2.644027 0.08 -0.05 0.09
N 1.757200 0.888003 0.035781 0.14 -0.08 0.07
H 6.413961 -3.718998 1.637422 0.00 0.02 0.01
H 4.201337 -2.934825 0.818229 0.02 0.03 0.02
H 4.450641 0.460134 3.392195 0.04 0.01 -0.04
H 6.677707 -0.292635 4.181105 -0.02 -0.02 0.00
H 4.859272 1.401951 1.073546 -0.03 0.01 -0.01
H 3.807472 3.491923 -0.190386 -0.04 0.00 0.04
H -0.431421 4.833990 -0.054179 0.01 0.01 0.01
H -0.045352 7.284669 -0.016151 0.01 0.00 -0.01
H 3.485614 6.754593 -2.362405 0.00 -0.01 0.00
H 3.087674 4.313071 -2.410740 0.01 -0.01 0.06
H -4.317256 1.299320 -3.935292 0.03 0.02 0.02
H -5.317915 0.625872 -6.072583 0.00 -0.01 0.01
H -3.311282 -3.138376 -5.837509 0.00 0.02 -0.01
H -2.245816 -2.431310 -3.721883 -0.01 0.01 -0.02
H -4.301893 -2.315111 -1.922976 0.04 -0.03 0.01
H -4.042591 -3.275302 0.516133 -0.02 0.04 0.00
H 0.008691 -3.516837 3.747063 0.01 0.02 0.01
H 2.573703 -2.922690 3.357329 -0.04 -0.02 -0.02
H -4.527107 -2.531090 2.156483 -0.04 0.02 0.02
H -5.873046 -2.870789 4.131124 0.01 0.03 0.00
H -2.453287 -2.225423 6.596036 0.01 0.02 -0.03
H -1.087776 -1.885534 4.614540 -0.01 0.05 0.04
H -2.596329 2.494718 -3.853907 0.02 -0.03 -0.04
H -0.767568 4.194021 -2.939441 -0.04 -0.03 -0.02
Cl 2.651343 -2.368445 -1.604919 -0.01 0.00 -0.01
C 0.854588 -1.972992 -1.751256 -0.01 0.07 -0.01
H 0.364031 -2.916974 -1.498861 0.01 0.00 0.04
H 0.719274 -1.835151 -2.826396 -0.01 0.07 0.01
```
Positions in Å, forces in eV/Å.

The value obtained for the total energy is -6029.873768 Eh. The HOMO energy is -4.0 eV. The net charge is -1. The HOMO-LUMO gap comes out at 0.187 Eh.


2.
Formula: C45H31Br2N5O5SbZn
Source: the Open Molecules 2025 dataset
Level of theory: ωB97M-V with the def2-TZVPD basis set

XYZ file:
```
90
Properties=species:S:1:pos:R:3:forces:R:3
Zn -0.792196 -1.326784 -0.349500 0.81 0.30 -0.28
Br 3.271002 -1.620787 -3.728613 -0.33 0.71 0.45
C 1.799548 -2.717122 -3.338111 -1.23 -1.82 1.28
C 1.919558 -3.990405 -3.877131 -1.06 -1.13 -0.13
C 1.018499 -5.015536 -3.624648 0.26 0.96 0.21
Br 1.423909 -6.512965 -4.638151 -0.32 -1.55 -0.42
C -0.142475 -4.898247 -2.787905 0.93 0.21 -1.04
C -1.240566 -5.776707 -2.758075 0.99 -0.21 -0.98
C -2.329683 -5.439336 -2.021175 0.69 0.37 0.45
C -2.335206 -4.279627 -1.240992 1.22 1.44 0.07
N -1.352716 -3.332337 -1.382980 -0.57 -1.67 0.96
C -0.251300 -3.677640 -2.112683 0.09 1.48 -0.79
C 0.797932 -2.620116 -2.321007 0.77 2.09 1.03
O 0.823327 -1.592282 -1.510544 -1.11 -0.89 -0.76
H 2.716739 -4.258653 -4.557696 0.10 0.37 0.05
H -1.147923 -6.652142 -3.417769 -0.45 0.26 0.54
H -3.174374 -6.052316 -1.999256 -1.16 -0.98 0.13
H -3.132508 -4.190362 -0.461987 0.74 0.64 -0.98
O -1.614260 -2.471173 6.317394 -3.21 -0.44 1.36
C -0.565760 -2.344898 5.755990 3.62 0.92 -2.13
O 0.610038 -2.430884 6.163982 0.45 -0.15 0.71
C -0.551994 -2.020671 4.224949 -0.36 -0.64 1.38
C -1.452111 -2.828075 3.463381 0.08 1.10 -0.87
C -1.587647 -2.596467 2.121657 0.02 -0.42 1.77
N -0.884892 -1.617191 1.558891 0.39 0.56 -1.56
C 0.047455 -0.893990 2.266065 1.43 1.64 -0.56
C 0.273443 -1.093098 3.641459 -1.21 -0.64 -0.66
C 0.762683 0.204995 1.554804 -2.03 -3.44 2.09
O 1.754815 0.685716 2.305019 1.92 1.62 -0.22
O 0.398628 0.555192 0.433080 0.03 0.66 -1.77
H -2.146687 -3.452159 3.962087 -0.27 -0.71 0.55
H -2.288326 -3.194999 1.543761 0.13 0.29 -0.30
H 0.976847 -0.414778 4.100395 -0.09 -0.48 0.55
C -4.358103 0.987449 -0.108275 -1.57 0.13 0.67
C -3.258392 0.198045 0.148860 0.49 0.89 -0.88
N -2.504566 -0.237645 -0.848678 -0.47 -0.45 -1.48
C -2.924012 -0.020689 -2.139193 0.69 -0.15 1.76
C -4.066529 0.690628 -2.484866 -0.71 -0.84 1.56
C -4.843113 1.190029 -1.376365 0.04 -0.32 -1.75
C -4.338349 0.751445 -3.908634 -1.07 0.42 -1.06
C -5.450083 1.112902 -4.665110 3.54 -0.44 0.34
C -6.851007 1.139681 -4.387811 -1.72 2.11 -1.00
C -7.657282 1.729279 -5.437716 1.50 -0.73 -0.57
C -8.944998 2.067059 -5.133525 0.29 0.17 0.41
N -9.441026 1.933949 -3.892383 -0.27 -0.58 -0.01
C -8.688596 1.267499 -3.038167 0.47 0.12 0.64
N -7.417842 0.853009 -3.219968 -0.14 0.06 0.23
H -4.936491 1.314866 0.755484 0.09 0.06 -0.26
H -2.958891 0.015366 1.156980 0.42 -0.35 0.45
H -2.290160 -0.506868 -2.871368 -0.01 0.25 -0.19
H -5.844025 1.615798 -1.597656 0.99 -0.08 0.39
H -3.407491 0.464591 -4.446050 -0.77 0.89 -0.10
H -5.120920 1.563810 -5.635337 -0.73 -1.18 0.44
H -7.182576 1.896682 -6.459019 -0.89 -0.19 1.52
H -9.591909 2.531630 -5.850804 -0.24 0.19 -0.32
H -9.090802 1.125894 -2.011124 0.23 -0.05 -0.89
C 7.050073 -1.903492 2.055121 0.18 -0.58 -0.06
C 5.721572 -2.288341 1.772271 0.45 0.31 -0.37
C 4.748296 -1.272590 1.612706 1.37 -1.60 0.08
C 5.094031 0.055300 1.695228 -0.32 -0.15 1.48
C 6.405260 0.423735 2.049144 0.33 0.09 -0.86
C 7.401809 -0.555628 2.206127 -1.30 0.13 -0.46
Sb 3.505853 1.609891 1.779906 1.14 0.51 -0.92
C 2.785572 2.839129 0.047157 -1.47 0.32 -0.92
C 3.793936 3.309830 -0.801518 -1.17 0.19 0.01
C 3.492904 4.368675 -1.662659 0.99 -0.42 -1.43
C 2.214452 4.903975 -1.845559 1.66 -1.63 1.44
C 1.217199 4.375613 -1.028764 -0.49 0.73 -0.52
C 1.470532 3.340539 -0.123014 0.93 0.43 0.75
C 3.686708 2.765229 3.579636 -1.42 -2.09 -0.27
C 2.499014 3.444180 3.869448 1.43 0.08 0.01
C 2.531169 4.239710 4.962778 -0.11 0.90 1.47
C 3.687749 4.386694 5.726124 -0.72 1.22 0.54
C 4.848274 3.766744 5.376155 1.52 -0.25 0.65
C 4.796081 2.780799 4.391999 0.43 -0.05 0.08
H 7.869946 -2.649957 2.120694 -0.81 0.41 0.01
H 5.441531 -3.357114 1.581864 0.37 1.15 0.42
H 3.768187 -1.623778 1.397903 -0.90 0.14 -0.13
H 6.715815 1.484076 2.016140 -0.37 -0.51 0.32
H 8.426628 -0.245500 2.356240 0.04 -0.13 0.15
H 4.726274 2.770758 -0.910583 0.36 0.32 0.44
H 4.286933 4.674980 -2.378040 -0.51 -0.10 0.59
H 2.154861 5.614478 -2.633397 -0.80 0.69 -0.22
H 0.254989 4.872049 -1.155183 -0.23 -0.61 0.37
H 0.708847 2.953625 0.556069 -0.04 0.17 -0.51
H 1.617239 3.273635 3.313289 -0.79 0.03 -0.65
H 1.709502 4.823814 5.332737 -0.70 -0.14 -0.19
H 3.580234 5.001384 6.634640 0.50 -0.09 -0.63
H 5.815810 4.036158 5.862439 -0.96 -0.68 -0.01
H 5.536087 1.962839 4.408935 -0.01 0.81 -0.69
```
Positions in Å, forces in eV/Å.

The value obtained for the total energy is -9550.877607 Eh. The HOMO energy (alpha / beta) is -3.1 / -2.0 eV. The relative energy (zero: lowest compared OMol25 entry of this formula, charge and spin) comes out at 7.150 eV. The net charge is -1. The HOMO-LUMO gap (alpha / beta) comes out at 0.115 / 0.073 Eh.


3.
Formula: C45H31F9NO19PS
Source: the Open Molecules 2025 dataset
Level of theory: ωB97M-V with the def2-TZVPD basis set

XYZ file:
```
107
Properties=species:S:1:pos:R:3:forces:R:3
C 3.512779 -0.329571 -0.087866 -1.01 0.20 0.09
C 2.515127 -1.664194 -0.220699 -0.41 1.15 1.82
S 2.978621 -2.788679 -1.649565 -0.01 0.41 0.04
C 1.637418 -4.054884 -2.012788 -1.47 -0.68 1.13
C 0.371243 -3.699434 -0.988523 -2.51 -0.02 1.73
C 0.323668 -4.460907 0.491990 -2.43 2.05 -0.57
C -0.888130 -4.207323 1.612781 0.33 2.18 -4.12
C -0.948209 -4.950970 3.086496 -3.61 -0.42 -1.15
F -1.991705 -6.034559 2.913943 3.24 2.95 0.79
F -1.537048 -4.073039 4.166681 2.58 -2.74 -3.34
C 0.411243 -5.730407 3.533008 -0.99 -3.50 1.32
F 0.687542 -6.860414 2.567823 -0.64 4.10 2.94
F 0.076427 -6.437862 4.827290 1.11 2.47 -4.08
C 1.732151 -4.839641 3.831922 3.46 -1.16 0.87
F 2.700732 -4.719176 2.697985 -3.51 -0.34 3.33
F 2.500995 -5.580109 4.904303 -2.47 2.53 -3.52
C 1.504838 -3.333376 4.416844 1.53 3.05 2.12
F 0.827299 -3.372158 5.767022 2.08 0.17 -5.27
F 2.882683 -2.786130 4.710180 -4.78 -1.87 -1.13
F 0.884527 -2.367339 3.481707 1.89 -3.75 3.47
C -2.082135 -3.154087 1.098435 1.54 0.03 -1.68
C -2.022333 -2.386833 -0.387787 2.18 -1.61 0.46
C -0.770821 -2.626389 -1.468852 1.16 -3.45 4.65
P -0.668671 -1.715032 -3.181890 -0.97 1.72 -0.72
N -0.670012 -2.875161 -4.537117 1.24 -0.13 1.37
O 0.868110 -0.847806 -3.321727 -1.64 -0.92 -1.08
C -3.233028 -1.347751 -0.811032 -2.86 1.34 -3.27
O -3.734614 -1.183667 -2.037023 3.54 -1.30 7.22
C -3.931229 -0.457733 0.420131 -0.78 0.95 2.14
C -4.513206 1.056766 0.151640 -0.48 -1.97 3.68
C -5.243581 1.874227 1.403503 1.68 -4.42 0.59
C -5.335261 1.110052 2.873708 1.36 -1.50 -2.88
C -4.735874 -0.428296 3.143542 0.20 1.70 -3.97
C -4.027244 -1.228707 1.901304 -0.86 3.39 -0.93
C -3.425691 -2.783825 1.989927 -3.38 -2.11 2.94
O -4.121417 -3.632770 2.747014 4.73 4.81 -4.60
H 3.826747 0.053236 -1.148436 -0.31 -0.83 2.08
H 2.838367 0.527388 0.392004 1.58 -2.10 -1.11
H 4.400557 -0.510326 0.655316 -1.54 0.18 -1.82
H 2.671983 -2.268664 0.789026 -0.76 1.25 -2.13
H 1.418179 -1.203935 -0.303701 2.37 -1.43 0.10
H 2.118861 -5.116214 -1.785025 -1.38 2.40 -0.25
H 1.288161 -4.072390 -3.151713 0.72 0.46 2.64
H 1.208869 -5.208521 0.689096 -2.07 1.61 -0.29
H -1.283296 -3.703117 -4.371280 0.83 0.89 -0.19
H 0.288037 -3.135668 -4.858559 -1.11 -0.07 0.40
H 0.735286 -0.191819 -4.086728 0.01 -1.41 1.69
H -4.432577 1.524796 -0.925606 -0.16 -1.13 2.48
H -5.702536 2.954463 1.223909 1.17 -2.67 0.52
H -5.881293 1.671188 3.769032 1.40 -1.41 -2.16
H -4.851895 -0.910274 4.205306 0.30 0.99 -2.42
O 1.755816 2.259344 0.613625 -0.28 0.98 0.00
C 1.402201 3.257017 -0.004935 -0.16 -0.93 -0.34
C 0.740714 3.174266 -1.316495 0.24 -0.22 0.44
C 0.383309 4.280624 -1.971380 -0.89 -0.65 -1.79
O -0.241190 4.210048 -3.203133 1.00 0.82 1.77
C 0.641989 5.632548 -1.404352 -0.02 1.15 0.06
O 0.318594 6.631423 -2.038247 0.21 -0.88 0.26
C 1.281493 5.715168 -0.082199 -0.16 0.15 -0.28
C 1.635852 4.608824 0.574425 0.77 0.64 1.60
O 2.234998 4.678501 1.818729 -0.77 -0.88 -1.60
H 0.560788 2.185232 -1.717963 0.01 0.02 0.02
H -0.396479 5.142153 -3.470649 -0.18 -0.28 0.04
H 1.447425 6.704120 0.326165 0.00 -0.06 -0.03
H 2.395694 3.746626 2.083427 -0.02 0.38 -0.06
O 3.749323 -8.595439 -2.179730 0.12 0.50 0.73
C 4.383096 -8.160744 -1.224541 0.20 -0.63 -0.82
C 5.796560 -8.501460 -0.999535 -0.37 -0.01 -0.20
C 6.453060 -8.024504 0.059787 1.79 -0.72 -0.16
O 7.782315 -8.338501 0.275851 -1.80 0.86 0.37
C 5.782896 -7.137537 1.049890 0.00 0.65 0.95
O 6.407274 -6.729698 2.023532 -0.27 -0.47 -0.88
C 4.376629 -6.777187 0.812312 0.15 0.03 0.12
C 3.720929 -7.251256 -0.248837 -1.29 0.66 0.30
O 2.399779 -6.914842 -0.480162 1.54 -0.87 -0.36
H 6.270738 -9.148972 -1.725911 -0.04 0.03 0.04
H 8.028481 -7.874243 1.105530 -0.10 -0.19 -0.33
H 3.906925 -6.117091 1.530623 0.10 -0.11 -0.07
H 2.151983 -7.383938 -1.306494 0.07 0.05 0.34
O -1.973577 6.414509 -4.358731 0.10 0.26 -0.70
C -2.278828 6.627388 -5.526856 -0.45 -0.62 0.55
C -3.370672 5.904303 -6.197395 0.26 0.10 0.40
C -3.666615 6.148204 -7.475509 -1.53 -1.21 -0.42
O -4.693259 5.474223 -8.111078 1.57 1.32 0.22
C -2.905339 7.152922 -8.267427 0.32 0.68 -0.92
O -3.188654 7.341984 -9.445624 -0.02 -0.36 0.93
C -1.829478 7.893301 -7.590492 -0.22 -0.09 -0.31
C -1.535645 7.652014 -6.311366 1.46 1.23 0.41
O -0.527493 8.345797 -5.667615 -1.50 -1.38 -0.21
H -3.914359 5.175082 -5.610556 0.04 0.03 -0.03
H -4.708024 5.826064 -9.027862 0.01 -0.15 0.36
H -1.295911 8.633643 -8.173174 -0.03 -0.06 0.04
H -0.508823 7.989649 -4.752689 0.04 0.18 -0.28
O -2.776617 4.091196 2.805825 0.17 0.50 0.72
C -2.142844 4.525891 3.761014 0.19 -0.65 -0.85
C -0.729379 4.185174 3.986019 -0.35 0.00 -0.20
C -0.072879 4.662130 5.045342 1.78 -0.72 -0.20
O 1.256376 4.348133 5.261405 -1.77 0.84 0.37
C -0.743043 5.549097 6.035445 -0.12 0.66 0.92
O -0.118665 5.956937 7.009086 -0.21 -0.45 -0.84
C -2.149310 5.909448 5.797867 0.29 0.02 0.19
C -2.805011 5.435379 4.736719 -1.68 0.74 0.17
O -4.126160 5.771793 4.505394 1.69 -0.89 -0.35
H -0.255201 3.537663 3.259643 -0.04 0.01 0.04
H 1.502542 4.812392 6.091085 -0.10 -0.19 -0.33
H -2.619014 6.569544 6.516178 0.04 -0.05 -0.04
H -4.373956 5.302697 3.679061 0.13 0.18 0.34
```
Positions in Å, forces in eV/Å.

The value obtained for the total energy is -4855.112063 Eh. As for the SMILES: CCSCc1cc(C(F)(F)C(F)(F)C(F)(F)C(F)(F)F)c2c(c1P(N)O)C(=O)c1ccccc1C2=O.O=C1C=C(O)C(=O)C=C1O.O=C1C=C(O)C(=O)C=C1O.O=C1C=C(O)C(=O)C=C1O.O=C1C=C(O)C(=O)C=C1O. The HOMO energy is -8.5 eV. The HOMO-LUMO gap comes out at 0.243 Eh.